(1)
The following is a DFT calculation (wB97M-V/def2-TZVPD) of one molecule with the formula C6H4S.

Output
SMILES string: CC#CC#CC=S
Frontier orbital gap (eV): 7.8065
HOMO energy (eV): -9.0
ΔE to the lowest compared entry with this formula, charge and spin (kcal/mol): 13.64

Geometry as ORCA input:
```
! RIJCOSX wB97M-V def2-TZVPD def2/J DEFGRID3
* xyz 0 1
C 0.39 -0.03 0.00
H 3.28 -1.46 0.01
C 1.60 -0.20 0.00
H -3.87 1.58 0.00
C -2.17 0.33 -0.01
C 3.05 -0.41 -0.01
S -4.69 -0.63 0.00
H 3.47 0.06 -0.89
H 3.49 0.06 0.90
C -0.96 0.16 0.00
C -3.58 0.54 0.00
*
```

(2)
The following is a DFT calculation (wB97M-V/def2-TZVPD) of C3H12BaO3 as an isolated structure.

Output
Frontier orbital gap (alpha / beta) (eV): 4.6850 / 11.5322
HOMO energy (alpha / beta) (eV): -7.5 / -14.8
⟨S²⟩: 0.75

Geometry as ORCA input:
```
! RIJCOSX wB97M-V def2-TZVPD def2/J DEFGRID3
* xyz 1 2
H 2.31 1.54 -1.96
C 1.37 -2.23 0.49
H -3.51 0.93 1.35
H -0.11 2.00 -1.71
H 1.80 -2.53 1.44
H -1.89 0.08 2.68
C 1.43 0.97 -2.26
H 2.17 -1.63 0.05
O -1.57 0.73 2.04
H 1.12 1.15 -3.29
Ba 0.97 1.19 1.39
H -0.47 -2.12 0.85
C -2.49 1.00 0.99
H 1.28 -3.10 -0.15
O 0.22 -1.48 0.68
H -2.24 0.28 0.21
O 0.38 1.26 -1.34
H -2.39 2.05 0.70
H 1.63 -0.10 -2.16
*
```

(3)
The following is a DFT calculation (wB97M-V/def2-TZVPD) of a 3-piece molecular cluster, C19H38BrClIN3O8P2 overall.

Output
SMILES string: C[C@H](I)C[C@](N)(C#N)[C@](Cl)(Br)C#N.CCOP(=O)(OCC)OCC.CCOP(=O)(OCC)OCC
Frontier orbital gap (eV): 7.2334
HOMO energy (eV): -9.5
ΔE to the lowest compared entry with this formula, charge and spin (kcal/mol): 238.22

Geometry as ORCA input:
```
! RIJCOSX wB97M-V def2-TZVPD def2/J DEFGRID3
* xyz 0 1
H 4.18 -2.67 1.80
H 3.94 2.02 0.59
H -11.28 1.35 1.76
H 2.92 -1.63 -1.08
N 1.24 2.49 1.53
C -11.15 0.31 1.43
O 5.47 -1.70 -0.72
H 9.00 -4.70 -2.64
O 5.36 -3.96 -0.20
I 4.41 2.30 -2.17
H 8.68 -5.12 -0.97
P 6.53 -2.81 0.07
H 5.36 -2.80 -2.51
H 10.28 -4.52 -1.43
H -7.29 2.72 -1.64
H -5.80 -0.24 2.71
H -5.22 -1.25 -0.12
H -10.47 -0.15 2.16
H 9.17 -2.58 -0.43
C 9.21 -4.41 -1.60
H -6.62 -1.63 2.01
H 1.64 3.03 2.33
H 2.69 4.77 -0.87
H -4.90 1.91 -1.02
O -9.25 0.75 0.02
Br 0.27 5.90 1.44
C 8.76 -2.98 -1.36
H 4.96 -1.09 -2.59
H 6.35 3.26 0.14
H 4.25 -5.48 0.59
H -11.17 0.95 -0.62
C -10.59 0.28 0.02
H -12.11 -0.19 1.48
C -6.13 -0.68 1.77
H 9.14 -2.34 -2.17
C 5.35 3.88 0.33
C -4.92 -0.93 0.88
C 0.93 2.14 -0.98
C 4.75 -4.57 0.93
H 3.25 -3.32 -1.44
H -10.66 -0.72 -0.42
P -8.01 -0.37 -0.06
H 5.51 -4.87 1.66
C 3.74 -3.64 1.57
H -4.33 -0.02 0.76
O -8.72 -1.38 0.87
H -4.28 -1.70 1.32
C -5.60 2.42 -0.36
H 3.34 -4.08 2.49
H 2.90 4.65 1.01
N 0.98 1.15 -1.84
O -7.21 0.76 -1.10
C 2.72 3.99 0.03
C 4.86 -1.99 -1.98
C 3.39 -2.30 -1.80
N -2.63 3.24 0.52
C -1.45 3.75 0.37
C 0.07 4.40 0.09
C 1.27 3.25 0.23
C 4.00 2.98 -0.08
C -7.04 2.14 -0.75
O -7.04 0.22 1.16
H -7.72 2.46 0.05
Cl -0.02 5.06 -1.68
H -5.40 3.50 -0.38
H 5.38 4.75 -0.48
H 2.86 -2.23 -2.76
O 7.47 -3.81 0.78
H 2.89 -3.47 0.89
H -5.40 2.08 0.66
H 5.30 4.29 1.43
O 7.35 -2.90 -1.38
H 0.30 2.08 1.75
*
```

(4)
The following is a DFT calculation (wB97M-V/def2-TZVPD) of one molecule with the formula HNO2S2.

Output
SMILES string: O=[N+]([O-])SS
Frontier orbital gap (eV): 8.2125
HOMO energy (eV): -9.2
ΔE to the lowest compared entry with this formula, charge and spin (kcal/mol): 36.44

Geometry as ORCA input:
```
! RIJCOSX wB97M-V def2-TZVPD def2/J DEFGRID3
* xyz 0 1
N 0.81 0.28 0.18
H -1.13 0.22 -0.85
S -1.72 -0.95 -0.33
O 2.03 0.29 0.55
S -0.18 -0.98 0.90
O 0.19 1.15 -0.46
*
```

(5)
The following is a DFT calculation (wB97M-V/def2-TZVPD) of a 2-piece molecular cluster, C2H4O2 overall.

Output
SMILES string: C#C.OO
Frontier orbital gap (eV): 11.0625
HOMO energy (eV): -10.2
ΔE to the lowest compared entry with this formula, charge and spin (kcal/mol): 138.37

Geometry as ORCA input:
```
! RIJCOSX wB97M-V def2-TZVPD def2/J DEFGRID3
* xyz 0 1
H 1.17 -1.60 1.46
H 0.02 0.01 -0.42
H -0.03 3.25 -1.41
C 0.07 1.02 -0.95
C 0.06 2.24 -1.18
O 0.30 -1.21 1.50
H -1.27 -1.78 0.61
O -0.32 -1.92 0.40
*
```

(6)
The following is a DFT calculation (wB97M-V/def2-TZVPD) of one molecule with the formula C21H26O2.

Output
SMILES string: CCCCCCCCc1ccc(-c2ccc(C(=O)O)cc2)cc1
Frontier orbital gap (eV): 8.8343
HOMO energy (eV): -8.6
ΔE to the lowest compared entry with this formula, charge and spin (kcal/mol): 0.00

Geometry as ORCA input:
```
! RIJCOSX wB97M-V def2-TZVPD def2/J DEFGRID3
* xyz 0 1
O -4.25 4.56 -2.34
C -1.54 0.40 -1.51
H 3.48 -2.99 0.47
H 5.43 -0.61 5.91
H -1.76 1.38 0.39
C -0.76 -0.73 -0.97
H 1.93 -0.97 1.24
H -4.57 4.39 -4.61
H -2.81 1.56 -4.43
O -4.05 3.62 -4.35
H 1.80 -4.69 -0.18
C -3.82 3.66 -3.03
C -1.84 0.47 -2.87
H 5.03 -0.41 3.45
C 0.35 -1.22 -1.66
H 2.15 0.83 2.83
C -2.73 2.46 -1.17
H 4.49 1.26 3.68
H 1.20 -0.49 3.51
H 1.81 -2.85 2.98
H -1.50 -0.32 -3.52
C 2.90 -3.50 1.23
C 4.54 0.27 4.15
C -0.37 -2.38 0.74
C 1.09 -2.27 -1.15
H 4.91 1.06 6.13
C -2.00 1.41 -0.66
H 3.62 -0.78 1.68
C -2.58 1.51 -3.37
H 6.38 0.71 5.21
H 0.65 -0.76 -2.59
H -0.67 -2.84 1.67
C 1.57 -3.98 0.62
C 2.65 -1.10 2.05
C 0.74 -2.86 0.06
H 1.95 -2.63 -1.69
H 1.00 -4.51 1.39
H 3.45 -4.39 1.54
H -1.98 -0.97 0.77
C 3.12 -0.22 4.43
H 3.56 -2.72 3.12
C -1.11 -1.32 0.24
H -3.09 3.25 -0.52
H 2.68 0.43 5.20
C -3.03 2.52 -2.53
H 3.16 -1.23 4.84
C 5.37 0.36 5.42
C 2.72 -2.57 2.44
C 2.21 -0.19 3.20
*
```

(7)
The following is a DFT calculation (wB97M-V/def2-TZVPD) of C34H23Cl5F2N8RuS2 as an isolated structure.

Output
Frontier orbital gap (alpha / beta) (eV): 6.8435 / 6.2920
HOMO energy (alpha / beta) (eV): -9.8 / -9.8
ΔE to the lowest compared entry with this formula, charge and spin (kcal/mol): 39.41
⟨S²⟩: 0.76

Geometry as ORCA input:
```
! RIJCOSX wB97M-V def2-TZVPD def2/J DEFGRID3
* xyz 1 2
N -0.70 1.82 -1.22
C 1.52 1.32 -2.05
C -1.80 2.58 -1.24
H 6.62 0.98 -4.84
N 1.61 0.45 -1.14
S -1.50 -1.39 2.05
H 4.43 2.14 -4.67
H -2.34 4.23 4.73
H -2.96 -2.95 -4.24
C -0.69 -1.35 -2.34
C 2.66 -1.37 2.81
H 5.58 -1.40 -1.43
H 0.13 -0.66 -2.40
C -1.47 1.33 3.23
Cl 3.71 2.44 3.23
H -3.40 -0.82 0.24
C 3.80 1.01 -2.98
C -2.70 -3.12 -2.12
H -1.71 5.02 2.43
N -2.20 -3.35 0.21
H -2.89 -2.87 4.08
H 0.65 2.97 -4.06
H -3.01 4.08 -2.17
H -1.41 4.30 -4.10
C -2.09 3.50 -2.23
C 5.34 -0.63 -2.16
C -1.96 -2.69 -1.03
H -2.51 2.41 -0.45
H -1.01 -1.38 -4.46
F -3.14 0.28 -1.39
S 3.00 -0.41 -0.75
C -1.33 -1.76 -3.50
H -3.52 -3.81 -1.99
H 7.20 -0.79 -3.22
Cl 1.10 -2.80 1.18
F -3.61 1.09 0.62
Cl 3.21 -2.89 3.38
C 6.25 -0.28 -3.16
C 1.85 1.06 1.80
C -1.67 3.98 2.70
C -2.01 3.54 3.96
C 3.25 -0.21 3.29
N 2.53 1.67 -2.90
C -2.22 1.64 5.52
H -0.96 3.39 0.78
N -1.00 -1.77 -1.10
N -2.49 1.18 6.54
C 2.88 1.01 2.75
H -2.81 -4.64 4.17
C -2.78 -4.98 1.57
C 4.69 1.36 -3.97
C -1.89 2.19 4.23
C -0.05 2.87 -3.24
C -2.39 -2.63 -3.38
C -1.21 3.63 -3.27
N -1.17 1.73 1.99
C -1.26 3.05 1.76
H 2.40 2.45 -3.52
C 0.20 2.01 -2.20
C 1.11 -0.06 1.40
C 4.12 0.02 -2.07
C -2.35 -3.76 3.75
C -2.66 -4.67 0.28
Cl 4.47 -0.29 4.50
H -3.08 -5.89 2.05
H -2.81 -5.28 -0.59
H -1.36 0.29 3.47
C -2.88 0.10 -0.02
N -2.40 -3.86 2.30
C 1.63 -1.28 1.86
C -2.04 -2.87 1.46
Cl 1.67 2.58 0.97
H -1.32 -3.68 4.09
Ru -0.79 0.18 0.31
C 5.92 0.71 -4.06
*
```

(8)
The following is a DFT calculation (wB97M-V/def2-TZVPD) of a 4-piece molecular cluster, C3H12O2S overall.

Output
Frontier orbital gap (eV): 3.9083
HOMO energy (eV): -8.8
ΔE to the lowest compared entry with this formula, charge and spin (kcal/mol): 182.14

Geometry as ORCA input:
```
! RIJCOSX wB97M-V def2-TZVPD def2/J DEFGRID3
* xyz 0 1
H -0.92 -1.75 -0.92
C 0.59 -0.21 -1.91
H 2.36 -1.43 1.97
H -2.30 0.33 -1.63
H -1.01 1.00 2.66
H 0.37 -0.28 -2.98
H -1.12 1.22 -0.52
H -1.30 0.49 3.11
S -2.58 -0.21 0.72
H 1.10 1.65 1.57
H 1.59 -0.62 -1.72
H 0.13 -0.62 -0.03
H 1.73 -0.04 1.05
O 1.09 1.16 0.72
C -0.52 -0.72 -0.96
C -1.68 0.22 -0.72
H 0.61 0.86 -1.68
O 1.87 -1.06 1.25
*
```

(9)
The following is a DFT calculation (wB97M-V/def2-TZVPD) of a 2-piece molecular cluster, H2IOP overall.

Output
Frontier orbital gap (alpha / beta) (eV): 8.4431 / 8.4438
HOMO energy (alpha / beta) (eV): -9.8 / -9.8
ΔE to the lowest compared entry with this formula, charge and spin (kcal/mol): 58.94

Geometry as ORCA input:
```
! RIJCOSX wB97M-V def2-TZVPD def2/J DEFGRID3
* xyz 0 1
O 1.16 -0.84 0.25
P -0.15 1.11 0.14
I -2.23 0.02 -0.05
H 0.86 -1.35 0.91
H 0.37 1.07 -1.24
*
```

(10)
The following is a DFT calculation (wB97M-V/def2-TZVPD) of C16H39CrN3O7 as an isolated structure.

Output
Frontier orbital gap (alpha / beta) (eV): 8.3914 / 2.8983
HOMO energy (alpha / beta) (eV): -14.4 / -14.7
⟨S²⟩: 6.03

Geometry as ORCA input:
```
! RIJCOSX wB97M-V def2-TZVPD def2/J DEFGRID3
* xyz 2 5
O 0.23 -2.25 0.36
H -2.64 3.55 -1.00
O -1.09 2.55 -1.87
C -2.00 1.98 0.28
H -2.56 -3.72 0.98
H 0.70 -0.59 -4.66
H -3.23 1.55 1.96
H -0.90 -2.96 -1.93
H 1.34 0.86 2.81
C -1.33 0.68 -5.73
H -0.44 -1.85 6.21
H 1.04 -1.23 -2.23
H -2.30 1.07 -0.24
H -1.57 -2.30 -3.35
O 0.17 -1.98 4.11
H -1.30 1.74 -5.48
C 0.06 -0.11 -3.93
N -0.66 -0.22 -1.64
H 0.20 -3.38 5.60
H -0.95 0.61 -2.15
H -4.10 2.49 0.85
C -3.10 2.38 1.26
C -0.38 -2.50 5.34
C -1.70 3.10 -0.68
H -1.58 -0.63 -1.76
C 0.05 -1.00 -2.64
C -0.59 3.54 -2.72
O -1.25 -0.07 -4.53
H -0.99 -4.53 0.78
H -1.42 -2.79 5.17
H 0.22 -0.09 2.88
C -0.65 -2.32 -2.77
H 2.13 -2.17 4.75
Cr 0.32 -0.13 0.27
N -0.85 1.52 1.04
C -1.51 -3.71 1.28
H 3.33 0.49 3.75
H -0.04 -3.06 -3.30
O 1.61 1.24 -0.69
H 1.42 -0.63 5.09
C 3.33 -0.33 3.03
C -0.86 -2.38 0.95
H 3.64 0.09 2.07
H -0.47 2.41 1.33
H -2.34 0.48 -6.10
O -1.41 -1.27 1.13
H 0.19 4.20 -2.33
H 3.96 -1.08 3.50
C 2.59 0.50 -0.83
C 4.06 0.96 -1.18
H 0.37 0.93 -3.77
C 1.45 -1.42 4.35
N 1.07 0.00 2.34
O 2.42 -0.64 -0.37
H -0.58 0.33 -6.43
H -1.32 4.23 -3.15
H -1.04 3.83 -0.21
C 1.94 -0.98 2.98
H 4.73 0.10 -1.09
H -2.89 3.32 1.77
H 2.04 -1.92 2.45
H -0.17 3.06 -3.61
H 4.06 1.40 -2.18
H 4.30 1.68 -0.40
H -1.29 1.28 1.92
H -1.46 -3.91 2.35
*
```

(11)
The following is a DFT calculation (wB97M-V/def2-TZVPD) of an isolated ion of composition C25H54N2O2PS and charge +1.

Output
SMILES string: CCCN[C@H]1[C@H](CCCCCCCCCOC)[C@H](CSCC)[NH2+][C@]1([C@@H](C)CC)P(C)O
Frontier orbital gap (eV): 9.0165
HOMO energy (eV): -11.3

Geometry as ORCA input:
```
! RIJCOSX wB97M-V def2-TZVPD def2/J DEFGRID3
* xyz 1 1
C 2.73 0.02 0.71
H -1.13 3.10 -1.54
H -0.09 -2.09 -1.28
H -1.18 4.19 2.11
C -2.61 -2.56 5.62
C -1.57 0.62 -1.27
H 3.11 0.84 1.33
H 2.99 -1.11 -2.45
O 2.37 -0.97 -1.71
H 0.04 -4.43 5.34
C 0.56 -3.18 2.71
S -0.53 -0.29 -5.29
C -1.47 -0.33 -3.73
H 2.33 -4.17 1.93
H -1.44 -1.47 0.77
H 1.10 2.12 -7.01
C 3.32 3.91 -0.66
H -3.62 -2.81 5.28
H -0.82 2.62 0.54
H -2.77 -2.39 0.13
C 1.25 -4.18 1.76
H 1.00 1.75 2.07
C -0.20 3.65 -1.69
H 1.43 -2.87 0.09
C -0.70 -3.70 3.44
H -1.09 -3.88 0.82
H 1.80 -0.35 1.13
H -0.12 0.42 2.34
H 0.76 -0.26 -2.64
H 1.38 4.23 0.18
H -2.20 -1.79 4.96
H 0.92 -5.20 1.97
C -2.49 -0.56 -0.89
C 1.08 2.82 -1.42
N 0.44 0.72 -2.59
H -0.87 -4.75 3.17
H 3.45 -0.80 0.73
H 0.29 -2.29 2.14
C -1.92 -1.77 -0.17
H 0.75 3.15 -5.63
H -2.19 1.51 -1.12
H 3.69 4.62 0.07
H 1.54 1.57 -5.41
H -1.48 -3.03 -1.85
H -0.08 -2.68 5.25
C -0.96 -2.67 -0.95
O -1.82 -3.74 5.62
H -1.82 2.07 3.12
H -1.14 1.47 -6.77
H -0.73 -4.79 -0.62
H -2.54 -0.26 -3.91
H -0.34 2.02 4.10
C -0.61 1.45 -5.82
H 1.70 2.92 -2.32
H 0.88 1.16 -3.40
C -0.06 1.48 2.07
H -3.01 -0.90 -1.79
H -1.58 -3.14 3.14
H 1.54 -4.57 -0.35
H 1.29 -2.86 3.46
H -0.85 4.37 3.82
C -0.76 2.31 3.13
H -0.25 4.52 -1.03
H 2.03 2.66 0.54
N -0.71 1.65 0.78
H 0.48 4.04 2.69
H -1.25 -1.33 -3.34
H -1.23 2.02 -5.13
P 2.64 0.54 -1.03
H -0.05 -0.13 0.08
H 3.27 4.42 -1.63
C -0.49 -3.86 -0.10
C 0.87 1.29 -1.26
C 1.00 -3.86 0.28
H -0.22 4.03 -2.71
H -2.66 -2.15 6.64
C -0.57 3.81 2.93
C 0.77 2.11 -5.97
C -1.05 0.72 -2.72
C 1.93 3.40 -0.26
H -3.27 -0.14 -0.24
H 4.04 3.10 -0.76
C -0.58 -3.62 4.96
H -1.32 1.70 -3.10
C -0.34 0.83 -0.34
*
```

(12)
The following is a DFT calculation (wB97M-V/def2-TZVPD) of one molecule with the formula C7H9NO.

Output
SMILES string: COCc1ccccn1
Frontier orbital gap (eV): 10.0347
HOMO energy (eV): -9.4
ΔE to the lowest compared entry with this formula, charge and spin (kcal/mol): 95.22

Geometry as ORCA input:
```
! RIJCOSX wB97M-V def2-TZVPD def2/J DEFGRID3
* xyz 0 1
H -1.91 0.19 1.29
H 1.21 -2.45 -1.62
N 0.88 0.33 0.84
O -1.71 1.82 0.12
H -3.39 0.97 1.05
H 2.34 -2.77 0.59
C -0.55 1.68 -0.59
C 1.67 -1.92 0.32
C 0.98 -1.87 -0.95
C -2.40 0.65 0.53
H 0.07 2.54 0.00
H -2.75 -0.09 -0.41
H 2.06 -0.84 2.13
H -0.96 1.85 -1.54
C 0.26 -0.69 -1.18
C 1.63 -0.81 1.17
H -0.33 -0.53 -2.32
C 0.27 0.34 -0.31
*
```